Entry 1:
{"formula": "C3H3NO", "method": "wB97M-V/def2-TZVPD", "species": ["O", "N", "C", "C", "C", "H", "H", "H"], "xyz": [[2.74223, -1.02167, 0.17147], [1.11640, 0.65901, -0.01216], [-1.15610, 0.07406, 0.00396], [1.81276, -0.32026, -0.01602], [-0.07872, 0.96950, 0.21179], [-1.80328, -0.23631, 0.78016], [-0.81055, -0.79041, -0.49869], [-1.82272, 0.66608, -0.64051]], "mulliken_charge": [-0.379, -0.022, -0.719, 0.358, -0.098, 0.315, 0.297, 0.248], "orbital_gap_ev": [7.757, 7.757], "relative_energy_kcal_mol": 70.93, "e_tot_ha": -245.9785}

---

Entry 2:
{"formula": "C3H3NO", "method": "wB97M-V/def2-TZVPD", "species": ["O", "N", "C", "C", "C", "H", "H", "H"], "xyz": [[0.55683, 1.07593, 0.14984], [0.51734, -1.14705, 0.01234], [-0.75161, 0.68894, 0.09768], [-0.77745, -0.65560, -0.00610], [1.24382, -0.08494, 0.05707], [-1.51558, 1.45173, 0.11879], [-1.59709, -1.30650, -0.26080], [2.29638, -0.02406, -0.17338]], "mulliken_charge": [-0.288, -0.467, -0.068, -0.318, 0.072, 0.373, 0.353, 0.344], "smiles": "c1cocn1", "orbital_gap_ev": 10.635, "relative_energy_kcal_mol": 3.33, "e_tot_ha": -246.0862}

---

Entry 3:
{"formula": "C3H3NO", "method": "wB97M-V/def2-TZVPD", "species": ["O", "N", "C", "C", "C", "H", "H", "H"], "xyz": [[1.70275, -0.67520, 0.94719], [-1.01026, 0.70650, -0.73393], [0.89767, -0.53001, 0.06685], [-0.66365, 1.45666, -1.57963], [-0.50404, -0.01371, 0.38783], [-0.42130, 0.69748, 1.21120], [-1.12258, -0.86326, 0.69793], [1.12141, -0.77847, -0.99744]], "mulliken_charge": [-0.436, -0.148, 0.028, -0.044, -0.274, 0.267, 0.263, 0.344], "orbital_gap_ev": 11.304, "relative_energy_kcal_mol": 32.98, "e_tot_ha": -246.0390}

---

Entry 4:
{"formula": "C3H3NO", "method": "wB97M-V/def2-TZVPD", "species": ["O", "N", "C", "C", "C", "H", "H", "H"], "xyz": [[0.98643, 0.67697, 0.55061], [0.24454, -1.94607, -0.31408], [-0.19720, -1.62330, 0.83224], [0.10946, -0.32512, 0.19487], [-0.31147, 1.04919, -0.01089], [-0.98316, 1.52190, 0.69786], [0.42497, -0.80375, -0.92574], [-0.27356, 1.45018, -1.02487]], "mulliken_charge": [-0.385, -0.168, -0.438, 0.563, -0.254, 0.236, 0.223, 0.223], "orbital_gap_ev": 10.333, "relative_energy_kcal_mol": 136.86, "e_tot_ha": -245.8734}

---

Entry 5:
{"formula": "C3H3NO", "method": "wB97M-V/def2-TZVPD", "species": ["O", "N", "C", "C", "C", "H", "H", "H"], "xyz": [[0.33880, 1.73916, -0.02905], [2.68646, -0.55121, -0.28110], [1.60181, -0.17851, -0.12531], [0.29790, 0.52845, -0.00776], [-0.98639, -0.25063, 0.09423], [-1.07571, -0.97500, -0.72348], [-1.07215, -0.79888, 1.04265], [-1.79072, 0.48661, 0.02983]], "mulliken_charge": [-0.447, -0.331, 0.193, 0.602, -0.888, 0.309, 0.291, 0.272], "smiles": "CC(=O)C#N", "orbital_gap_ev": 10.913, "relative_energy_kcal_mol": 6.65, "e_tot_ha": -246.0810}

---

Entry 6:
{"formula": "C3H3NO", "method": "wB97M-V/def2-TZVPD", "species": ["O", "N", "C", "C", "C", "H", "H", "H"], "xyz": [[-3.62872, -0.58973, 1.55220], [-1.75991, 1.01185, 1.82732], [-1.28494, 0.32242, 0.81556], [-2.60084, -0.02077, 1.40920], [-0.06256, 0.01105, 0.10282], [0.55703, 0.77298, 0.27227], [0.32328, -1.00084, 0.33845], [-0.26740, -0.00155, -0.88943]], "mulliken_charge": [-0.480, -0.494, 0.428, 0.641, -1.138, 0.416, 0.290, 0.335], "smiles": "Cc1nc1=O", "orbital_gap_ev": 9.639, "relative_energy_kcal_mol": 44.42, "e_tot_ha": -246.0208}

---

Entry 7:
{"formula": "C3H3NO2", "method": "wB97M-V/def2-TZVPD", "species": ["O", "O", "N", "C", "C", "C", "H", "H", "H"], "xyz": [[-0.01400, -1.39439, -0.68742], [0.16271, 2.07240, 0.15797], [-0.41719, -1.42407, 0.64616], [0.06954, 0.73498, -0.01010], [-0.22958, -0.23500, 1.02630], [0.22795, -0.12459, -1.09149], [-0.33924, -0.02552, 2.13123], [0.54757, 0.03241, -2.08349], [1.11482, 2.28524, 0.11655]], "mulliken_charge": [-0.203, -0.539, -0.339, 0.542, -0.224, -0.374, 0.345, 0.446, 0.347], "smiles": "Oc1cnoc1", "orbital_gap_ev": 10.211, "relative_energy_kcal_mol": 67.40, "e_tot_ha": -321.2702}

---

Entry 8:
{"formula": "C3H3NO2", "method": "wB97M-V/def2-TZVPD", "species": ["O", "O", "N", "C", "C", "C", "H", "H", "H"], "xyz": [[0.01193, -1.32040, 0.20936], [2.17267, -0.65331, 0.36114], [0.37205, 0.85682, -0.09404], [-1.22407, -0.61422, 0.06028], [1.00816, -0.46162, 0.17283], [-1.18739, 0.72167, 0.01889], [0.86730, 1.65036, 0.31288], [0.05301, 1.09545, -1.05271], [-2.07366, -1.27476, 0.01136]], "mulliken_charge": [-0.305, -0.489, -0.094, 0.024, 0.557, -0.812, 0.301, 0.422, 0.396], "orbital_gap_ev": 9.724, "relative_energy_kcal_mol": 93.87, "e_tot_ha": -321.2281}